Record 1
ORCA calculation (the ωB97M-V functional and the def2-TZVPD basis) on C23H52AsF6O19 as an isolated structure at a distorted geometry.

Element x y z (Å)
As: -0.15753 -0.19332 0.16270
F: 0.81362 0.79492 1.22277
F: -0.54735 1.20763 -0.84649
F: -1.19408 -1.08975 -0.89209
F: 0.11932 -1.62731 1.13504
F: -1.52637 0.14384 1.20171
F: 1.25569 -0.52765 -0.81215
C: 1.64588 -4.69990 2.38043
O: 0.50769 -4.19048 1.68465
H: 2.54739 -4.67191 1.76464
H: 1.85131 -4.09066 3.26716
H: 1.34908 -5.68395 2.73631
H: 0.59358 -3.22465 1.64346
C: -2.43782 1.20828 4.11560
O: -1.80587 2.08128 5.03954
H: -1.82498 0.31101 4.06540
H: -3.46655 0.96493 4.39028
H: -2.43895 1.59497 3.09187
H: -2.28551 2.91459 5.04656
C: 1.73597 -3.73661 -1.91259
O: 1.77144 -5.12741 -1.64705
H: 2.63951 -3.38705 -2.40791
H: 0.90229 -3.52430 -2.58611
H: 1.62524 -3.15940 -0.99150
H: 0.97145 -5.42373 -1.20822
C: 0.77439 -0.54476 4.31277
O: 1.96192 -1.01802 4.97008
H: 1.14941 0.11201 3.52569
H: 0.13264 -1.33917 3.92925
H: 0.24669 0.06297 5.04571
H: 2.53638 -1.37151 4.27692
C: -1.10710 2.97767 -3.38277
O: -2.04847 2.67650 -2.36575
H: -0.40498 3.75804 -3.07652
H: -0.57137 2.08297 -3.71205
H: -1.72353 3.37987 -4.18797
H: -1.60082 2.19484 -1.64656
C: 3.55542 -1.74621 1.73207
O: 3.84881 -2.15994 3.07321
H: 4.01324 -2.48516 1.06638
H: 2.48653 -1.74772 1.53859
H: 4.02078 -0.78976 1.48418
H: 4.70724 -2.58639 3.06351
C: 3.87566 -0.34240 -2.67509
O: 2.85250 0.64354 -2.78108
H: 3.50854 -1.26408 -3.13917
H: 4.80702 -0.07080 -3.16347
H: 4.05095 -0.57151 -1.61864
H: 2.13463 0.30665 -2.22929
C: 0.36587 4.04892 3.18921
C: -0.32801 4.66024 1.97837
C: -0.63903 3.67264 0.87349
O: -1.98576 3.97971 0.48374
C: -2.51787 4.84918 1.36437
O: -3.61965 5.29920 1.25961
O: -1.64642 5.15071 2.33621
H: -0.26212 4.12898 4.07433
H: 1.28188 4.61619 3.35185
H: 0.57005 2.98798 3.04719
H: 0.20398 5.53815 1.61234
H: -0.67533 2.63040 1.17803
H: 0.06838 3.80417 0.05528
C: 4.42917 1.57151 3.39384
C: 4.55249 2.48901 2.21151
C: 3.72367 2.10894 0.96400
O: 3.27249 3.37884 0.51885
C: 3.44566 4.31336 1.45836
O: 3.08369 5.44405 1.34620
O: 4.05562 3.79697 2.54752
H: 4.85925 0.59564 3.15618
H: 3.38933 1.37824 3.66689
H: 4.92192 1.95968 4.28405
H: 5.58756 2.60961 1.87980
H: 2.92004 1.41444 1.20058
H: 4.41012 1.65383 0.25208
C: -1.89749 -3.67096 -2.13088
C: -3.18813 -4.13115 -1.49950
C: -3.75770 -3.31352 -0.32743
O: -5.15218 -3.22065 -0.61401
C: -5.39515 -3.63685 -1.86614
O: -6.49109 -3.68345 -2.33302
O: -4.24353 -3.95745 -2.48506
H: -1.58246 -4.48131 -2.79221
H: -1.19940 -3.63916 -1.29017
H: -1.94845 -2.75638 -2.70786
H: -3.13653 -5.18020 -1.20279
H: -3.30313 -2.33440 -0.18267
H: -3.62487 -3.89983 0.58150
C: -4.50207 1.46271 -5.20836
C: -3.19000 0.72493 -5.22489
C: -2.94520 -0.33762 -4.12435
O: -2.63081 -1.52133 -4.80531
C: -2.66615 -1.33910 -6.13016
O: -2.34485 -2.12972 -6.96248
O: -3.10859 -0.10374 -6.40095
H: -5.36050 0.78843 -5.22377
H: -4.57373 2.22216 -5.98274
H: -4.60729 1.96496 -4.24077
H: -2.36006 1.42759 -5.30559
H: -3.86842 -0.37921 -3.53432
H: -2.24010 0.02372 -3.37393

Results
E_LUMO in eV: 1.7
Energy relative to the best compared isomer or geometry (same formula, charge and spin) in eV: 0.0000
Orbital gap in eV: 9.7
HOMO energy in eV: -7.98
2S+1: 1
Charge: -1

These are the Mulliken partial charges, in e, on atoms 1 to 99: number 1, As, carries 1.787; number 2, F, carries -0.232; number 3, F, carries -0.589; number 4, F, carries -0.413; number 5, F, carries -0.469; number 6, F, carries -0.477; number 7, F, carries -0.354; number 8, C, carries -0.570; number 9, O, carries -0.445; number 10, H, carries 0.196; number 11, H, carries 0.252; number 12, H, carries 0.306; number 13, H, carries 0.350; number 14, C, carries -0.258; number 15, O, carries -0.507; number 16, H, carries 0.007; number 17, H, carries 0.388; number 18, H, carries 0.073; number 19, H, carries 0.295; number 20, C, carries -0.237; number 21, O, carries -0.595; number 22, H, carries 0.240; number 23, H, carries 0.223; number 24, H, carries 0.054; number 25, H, carries 0.333; number 26, C, carries -0.414; number 27, O, carries -0.616; number 28, H, carries 0.040; number 29, H, carries 0.292; number 30, H, carries 0.228; number 31, H, carries 0.322; number 32, C, carries -0.784; number 33, O, carries -0.516; number 34, H, carries 0.250; number 35, H, carries 0.304; number 36, H, carries 0.309; number 37, H, carries 0.490; number 38, C, carries -0.489; number 39, O, carries -0.581; number 40, H, carries 0.536; number 41, H, carries -0.134; number 42, H, carries 0.230; number 43, H, carries 0.300; number 44, C, carries -0.400; number 45, O, carries -0.580; number 46, H, carries 0.183; number 47, H, carries 0.335; number 48, H, carries 0.026; number 49, H, carries 0.403; number 50, C, carries -1.188; number 51, C, carries 0.715; number 52, C, carries 0.216; number 53, O, carries -0.278; number 54, C, carries 0.477; number 55, O, carries -0.608; number 56, O, carries -0.463; number 57, H, carries 0.499; number 58, H, carries 0.218; number 59, H, carries 0.077; number 60, H, carries 0.352; number 61, H, carries -0.385; number 62, H, carries 0.320; number 63, C, carries -1.291; number 64, C, carries 0.559; number 65, C, carries 0.630; number 66, O, carries -0.320; number 67, C, carries 0.491; number 68, O, carries -0.574; number 69, O, carries -0.378; number 70, H, carries 0.315; number 71, H, carries 0.171; number 72, H, carries 0.443; number 73, H, carries 0.258; number 74, H, carries -0.475; number 75, H, carries 0.215; number 76, C, carries -0.759; number 77, C, carries 0.384; number 78, C, carries -0.080; number 79, O, carries -0.383; number 80, C, carries 0.634; number 81, O, carries -0.578; number 82, O, carries -0.394; number 83, H, carries 0.550; number 84, H, carries 0.104; number 85, H, carries -0.117; number 86, H, carries 0.257; number 87, H, carries 0.097; number 88, H, carries 0.259; number 89, C, carries -1.616; number 90, C, carries 0.642; number 91, C, carries 0.137; number 92, O, carries -0.201; number 93, C, carries 0.498; number 94, O, carries -0.588; number 95, O, carries -0.394; number 96, H, carries 0.403; number 97, H, carries 0.365; number 98, H, carries 0.392; number 99, H, carries 0.165

Record 2
ORCA calculation (the ωB97M-V functional and the def2-TZVPD basis) on a 2-piece molecular cluster, C23H52BFO2PS overall at a distorted geometry.

Element x y z (Å)
C: 0.02368 4.31035 -3.97520
C: -1.44298 3.67485 -3.60877
P: -1.58397 1.83260 -4.22772
C: -1.21114 1.94908 -6.09491
C: -2.68413 1.77104 -6.86742
B: -0.27009 0.78256 -3.27739
S: -0.07822 1.65926 -1.58302
C: 1.22985 0.80498 -3.95018
C: 2.18836 -0.46686 -3.56318
C: 2.56698 -0.59767 -1.97371
C: 3.45966 0.63669 -1.36621
C: 4.55479 -0.02161 -0.33406
C: 3.90943 -0.40355 1.13703
C: 3.66777 -2.00839 1.37503
C: 3.13719 -2.38083 2.91108
C: 1.48659 -2.28812 3.05309
C: 1.05651 -0.74143 3.44314
C: 0.15324 -0.00078 2.24700
O: -0.98453 0.72193 2.84075
C: -1.44560 1.82721 1.97487
C: -0.85760 -0.71203 -2.92573
C: -0.96854 -1.74131 -4.19280
C: -2.45435 -2.49748 -4.12267
F: -0.76316 -1.13456 -5.52644
H: -0.15623 5.40320 -4.42035
H: 0.77719 4.31258 -3.07326
H: 0.57637 3.71774 -4.85116
H: -2.23870 4.26758 -4.26942
H: -1.78167 3.80827 -2.49676
H: -0.86974 3.05034 -6.35012
H: -0.40316 1.20538 -6.49780
H: -2.68931 0.89497 -7.64304
H: -2.92434 2.77480 -7.43904
H: -3.52777 1.65030 -6.04336
H: -0.61917 0.80955 -0.57505
H: 1.25575 0.92274 -5.11366
H: 1.77377 1.77402 -3.51406
H: 3.22081 -0.28935 -4.13564
H: 1.80022 -1.51278 -3.94528
H: 3.24013 -1.57662 -1.86648
H: 1.65716 -0.75424 -1.25411
H: 3.91048 1.36532 -2.16388
H: 2.73492 1.30403 -0.69202
H: 5.08706 -0.95942 -0.81308
H: 5.38928 0.80084 -0.13244
H: 4.69554 -0.05146 1.96227
H: 2.91149 0.16473 1.38269
H: 4.67673 -2.63264 1.24877
H: 2.89632 -2.50006 0.64404
H: 3.62863 -1.70651 3.74201
H: 3.42794 -3.50439 3.19050
H: 0.96781 -2.67436 2.06043
H: 1.17534 -2.98464 3.96171
H: 0.46378 -0.75649 4.45989
H: 2.05996 -0.14768 3.58899
H: 0.86404 0.80302 1.77348
H: -0.14025 -0.83971 1.48295
H: -2.23799 1.48219 1.15443
H: -1.92864 2.63242 2.71029
H: -0.58926 2.38571 1.40159
H: -0.29817 -1.27601 -2.06438
H: -1.97191 -0.54598 -2.53140
H: -0.17725 -2.61209 -4.00546
H: -2.89228 -2.52511 -3.01804
H: -2.26026 -3.63210 -4.41185
H: -3.23228 -2.00695 -4.85947
C: -2.39273 -0.56482 4.99779
C: -2.07345 -1.72057 5.92884
O: -1.59828 -1.30285 7.20635
C: -2.49256 -0.51970 7.99307
C: -3.77522 -1.24876 8.35221
H: -1.54537 0.12612 4.93190
H: -2.62763 -0.93443 3.99553
H: -3.25453 0.00830 5.35323
H: -1.27212 -2.31922 5.48164
H: -2.93340 -2.38810 6.04190
H: -2.70331 0.43229 7.49638
H: -1.95832 -0.27651 8.91782
H: -4.39356 -1.42739 7.46804
H: -4.36599 -0.65834 9.05944
H: -3.55558 -2.22309 8.79983

Results
E_LUMO in eV: 2.5
Orbital gap in eV: 6.1
HOMO energy in eV: -3.61
2S+1: 1
Charge: -1

Here is what Mulliken gives for the atomic charges, in e: number 1, C, carries -0.731; number 2, C, carries -0.629; number 3, P, carries -0.141; number 4, C, carries -0.315; number 5, C, carries -0.921; number 6, B, carries -0.128; number 7, S, carries -0.060; number 8, C, carries -0.287; number 9, C, carries -0.766; number 10, C, carries 0.145; number 11, C, carries -0.347; number 12, C, carries -0.728; number 13, C, carries 0.212; number 14, C, carries -0.404; number 15, C, carries -0.766; number 16, C, carries -0.445; number 17, C, carries -0.570; number 18, C, carries -0.002; number 19, O, carries -0.315; number 20, C, carries -0.595; number 21, C, carries -0.432; number 22, C, carries 0.427; number 23, C, carries -1.073; number 24, F, carries -0.352; number 25, H, carries 0.269; number 26, H, carries 0.145; number 27, H, carries 0.163; number 28, H, carries 0.386; number 29, H, carries 0.276; number 30, H, carries 0.376; number 31, H, carries 0.240; number 32, H, carries 0.230; number 33, H, carries 0.249; number 34, H, carries 0.299; number 35, H, carries -0.244; number 36, H, carries 0.043; number 37, H, carries 0.022; number 38, H, carries 0.388; number 39, H, carries 0.125; number 40, H, carries 0.491; number 41, H, carries -0.456; number 42, H, carries 0.362; number 43, H, carries 0.073; number 44, H, carries 0.319; number 45, H, carries 0.274; number 46, H, carries 0.365; number 47, H, carries -0.494; number 48, H, carries 0.294; number 49, H, carries 0.107; number 50, H, carries 0.304; number 51, H, carries 0.312; number 52, H, carries 0.283; number 53, H, carries 0.255; number 54, H, carries 0.192; number 55, H, carries 0.380; number 56, H, carries 0.122; number 57, H, carries 0.031; number 58, H, carries 0.248; number 59, H, carries 0.253; number 60, H, carries 0.212; number 61, H, carries 0.097; number 62, H, carries 0.125; number 63, H, carries 0.195; number 64, H, carries 0.254; number 65, H, carries 0.315; number 66, H, carries 0.246; number 67, C, carries -0.969; number 68, C, carries -0.317; number 69, O, carries -0.427; number 70, C, carries -0.285; number 71, C, carries -1.061; number 72, H, carries 0.301; number 73, H, carries 0.367; number 74, H, carries 0.344; number 75, H, carries 0.254; number 76, H, carries 0.322; number 77, H, carries 0.294; number 78, H, carries 0.333; number 79, H, carries 0.270; number 80, H, carries 0.390; number 81, H, carries 0.281